# 1
Entry from the OMol25 dataset: a single C3H2ClFOS molecule at a distorted geometry (ωB97M-V with the def2-TZVPD basis set).

Values from the calculation:
lowest unoccupied orbital energy = -0.341 eV
HOMO-LUMO gap = 8.77 eV
E_HOMO = -9.109 eV
SMILES = OC(=S)/C=C(\F)Cl
energy relative to the best compared isomer or geometry (same formula, charge and spin) = 1.565 eV
net charge = 0

Geometry as XYZ:
```
9
C3H2ClFOS ωB97M-V with the def2-TZVPD basis set
C -0.4969 -0.1608 1.4076
C -0.2261 -0.6280 -0.0229
C 0.3091 0.1132 -0.9929
H -1.4501 -1.9358 1.4545
H -0.7973 -1.4758 -0.6701
O -1.1443 -1.1106 2.1071
F 0.9734 1.2294 -0.9401
S 0.2797 1.0672 2.0366
Cl 0.0383 -0.6935 -2.5951
```

# 2
Entry from the OMol25 dataset: a single C3H2ClN molecule at a distorted geometry (ωB97M-V with the def2-TZVPD basis set).

Values from the calculation:
lowest unoccupied orbital energy = -0.585 eV
HOMO-LUMO gap = 9.74 eV
E_HOMO = -10.324 eV
SMILES = C=C(Cl)C#N
energy relative to the best compared isomer or geometry (same formula, charge and spin) = 1.288 eV
net charge = 0

Geometry as XYZ:
```
7
C3H2ClN ωB97M-V with the def2-TZVPD basis set
C -0.2673 -0.2658 0.0851
C -0.2934 1.1111 -0.0568
C 0.9298 -0.9297 0.0731
H -1.1528 1.6980 0.1035
H 0.5427 1.5498 -0.1391
N 1.8608 -1.7090 -0.0487
Cl -1.6199 -1.4544 -0.0173
```

# 3
Entry from the OMol25 dataset: a single C3H2ClN3O molecule at a distorted geometry (ωB97M-V with the def2-TZVPD basis set).

Values from the calculation:
lowest unoccupied orbital energy = -1.183 eV
HOMO-LUMO gap = 8.90 eV
E_HOMO = -10.080 eV
SMILES = O/C=C1\N=NN=C1Cl
energy relative to the best compared isomer or geometry (same formula, charge and spin) = 2.167 eV
net charge = 0

Geometry as XYZ:
```
10
C3H2ClN3O ωB97M-V with the def2-TZVPD basis set
C 0.7036 0.5459 0.7932
C -0.3276 0.0596 0.0732
C -0.5748 -0.0052 -1.4058
H 1.8378 0.7141 2.2617
H 1.5422 1.0945 0.2308
N -1.2035 -0.9551 0.6148
N -1.7949 -1.5159 -0.3913
N -1.4984 -0.9663 -1.6037
O 1.0261 0.2865 2.0611
Cl 0.2895 0.7418 -2.6340
```

# 4
Entry from the OMol25 dataset: a molecular structure, C3H2ClNO at a distorted geometry (ωB97M-V with the def2-TZVPD basis set).

Values from the calculation:
lowest unoccupied orbital energy = -0.365 eV
HOMO-LUMO gap = 9.27 eV
E_HOMO = -9.634 eV
energy relative to the best compared isomer or geometry (same formula, charge and spin) = 2.696 eV
net charge = 0

Geometry as XYZ:
```
8
C3H2ClNO ωB97M-V with the def2-TZVPD basis set
C 0.1072 0.3765 1.0664
C -0.6884 0.6824 0.0077
C 0.8429 -0.4889 0.1561
N 0.1472 0.1266 -0.9752
O 1.5016 -1.6088 0.0631
Cl -0.4761 -0.9254 -2.2180
H 0.2087 0.7009 2.0779
H -1.6432 1.1367 -0.1781
```

# 5
Entry from the OMol25 dataset: a single C3H2ClNOS molecule (ωB97M-V with the def2-TZVPD basis set).

Values from the calculation:
lowest unoccupied orbital energy = 0.572 eV
HOMO-LUMO gap = 10.02 eV
E_HOMO = -9.449 eV
SMILES = Sc1cnc(Cl)o1
energy relative to the best compared isomer or geometry (same formula, charge and spin) = 0.090 eV
net charge = 0

Geometry as XYZ:
```
9
C3H2ClNOS ωB97M-V with the def2-TZVPD basis set
C -0.4321 -0.0779 -0.5182
C -0.3948 -0.9195 0.5429
C 1.3303 0.2833 0.6497
H -2.1300 1.2010 -1.4972
H -1.0930 -1.6697 0.8223
N 0.7433 -0.6661 1.2984
O 0.7027 0.7077 -0.4650
S -1.5016 0.0656 -1.8845
Cl 2.7752 1.0755 1.0516
```

# 6
Entry from the OMol25 dataset: a single C3H2ClNOS molecule at a distorted geometry (ωB97M-V with the def2-TZVPD basis set).

Values from the calculation:
lowest unoccupied orbital energy = -1.292 eV
HOMO-LUMO gap = 8.25 eV
E_HOMO = -9.546 eV
SMILES = O=C1S[C@@H]1/C=N/Cl
energy relative to the best compared isomer or geometry (same formula, charge and spin) = 3.166 eV
net charge = 0

Geometry as XYZ:
```
9
C3H2ClNOS ωB97M-V with the def2-TZVPD basis set
C 0.1052 -0.8190 -0.2788
C 0.1547 0.5982 -0.6531
C 0.2945 1.6395 0.3584
N -0.1094 -1.2423 0.8860
O 0.9906 2.3054 1.0741
S -1.4635 1.2926 0.4925
Cl -0.6282 -2.8165 0.9450
H 0.3863 -1.5706 -1.0568
H 0.2698 0.6128 -1.7672
```

# 7
Entry from the OMol25 dataset: a single C3H2ClNOS molecule at a distorted geometry (ωB97M-V with the def2-TZVPD basis set).

Values from the calculation:
lowest unoccupied orbital energy = 0.255 eV
HOMO-LUMO gap = 8.81 eV
E_HOMO = -8.559 eV
SMILES = S=c1[nH]c(Cl)co1
energy relative to the best compared isomer or geometry (same formula, charge and spin) = 1.549 eV
net charge = 0

Geometry as XYZ:
```
9
C3H2ClNOS ωB97M-V with the def2-TZVPD basis set
C -0.9471 0.0988 0.1169
C -0.3926 1.2972 -0.0941
C 1.1939 -0.2463 0.0924
H -0.6959 2.3571 -0.0590
H -0.2227 -1.9837 -0.1530
N 0.0273 -0.9167 0.2870
O 0.8910 1.0856 0.0000
S 2.7152 -0.8759 -0.0999
Cl -2.5690 -0.8161 -0.0902
```

# 8
Entry from the OMol25 dataset: a single C3H2ClNOS molecule at a distorted geometry (ωB97M-V with the def2-TZVPD basis set).

Values from the calculation:
lowest unoccupied orbital energy = 0.605 eV
HOMO-LUMO gap = 9.79 eV
E_HOMO = -9.183 eV
SMILES = Sc1oncc1Cl
energy relative to the best compared isomer or geometry (same formula, charge and spin) = 1.331 eV
net charge = 0

Geometry as XYZ:
```
9
C3H2ClNOS ωB97M-V with the def2-TZVPD basis set
C -0.2278 0.5763 0.1963
C 0.3750 -1.3964 -0.3976
C 0.6356 0.0051 -0.6411
H -1.4781 1.9853 1.4022
H 0.8432 -2.2475 -0.8874
N -0.5173 -1.6256 0.5201
O -0.8582 -0.3299 0.9469
S -0.5263 2.3107 0.5244
Cl 1.7538 0.7220 -1.6638
```

# 9
Entry from the OMol25 dataset: a molecular structure, C3H2CrFO2 at a distorted geometry (ωB97M-V with the def2-TZVPD basis set).

Values from the calculation:
lowest unoccupied orbital energy (alpha / beta) = -0.903 / -0.532 eV
2S+1 = 6
HOMO-LUMO gap (alpha / beta) = 6.08 / 6.55 eV
E_HOMO (alpha / beta) = -6.982 / -7.078 eV
energy relative to the best compared isomer or geometry (same formula, charge and spin) = 1.101 eV
net charge = 0
⟨S²⟩ = 8.758

Geometry as XYZ:
```
9
C3H2CrFO2 ωB97M-V with the def2-TZVPD basis set
O 0.0426 1.0277 -0.9493
C -0.4211 0.6323 0.2897
O -0.4321 1.4085 1.3006
C 0.2906 -0.5074 -1.2766
C -0.2058 -0.7164 0.0896
H 1.3523 -0.6888 -1.4901
H -0.3731 -0.7636 -2.1128
F 0.0811 -1.6467 1.0254
Cr -0.3344 1.2544 3.1235
```

# 10
Entry from the OMol25 dataset: a molecular structure, C3H2CsNaO2 at a distorted geometry (ωB97M-V with the def2-TZVPD basis set).

Values from the calculation:
lowest unoccupied orbital energy (alpha / beta) = -0.960 / -0.866 eV
HOMO-LUMO gap (alpha / beta) = 3.38 / 3.25 eV
E_HOMO (alpha / beta) = -4.344 / -4.116 eV
net charge = 0

Geometry as XYZ:
```
9
C3H2CsNaO2 ωB97M-V with the def2-TZVPD basis set
O 0.3287 -2.2235 -0.3901
C 0.7134 -1.3451 0.4397
C 0.4232 0.0225 0.5108
H 1.4350 -1.6912 1.2182
H 0.9269 0.5232 1.3498
Na -1.1579 -1.6861 -1.8874
Cs -1.4835 5.0336 0.5688
C -0.2668 0.9274 -0.4097
O -0.9189 0.4390 -1.4002
```

# 11
Entry from the OMol25 dataset: a molecular structure, C3H2EuO3 at a distorted geometry (ωB97M-V with the def2-TZVPD basis set).

Values from the calculation:
lowest unoccupied orbital energy (alpha / beta) = -9.827 / -9.598 eV
2S+1 = 8
HOMO-LUMO gap (alpha / beta) = 7.16 / 7.40 eV
E_HOMO (alpha / beta) = -16.986 / -16.993 eV
energy relative to the best compared isomer or geometry (same formula, charge and spin) = 0.200 eV
net charge = +2
⟨S²⟩ = 15.758

Geometry as XYZ:
```
9
C3H2EuO3 ωB97M-V with the def2-TZVPD basis set
C 0.1558 2.0601 -0.2473
C -0.3523 1.2712 0.6504
O -0.8537 0.3500 1.1979
C 0.1553 -2.1289 -1.0360
O 0.3850 -1.7043 -2.0855
O 0.0476 -2.4787 0.0744
H 0.7078 2.9464 0.0659
Eu -0.5479 -1.9450 2.6518
H 0.3023 1.6293 -1.2716
```

# 12
Entry from the OMol25 dataset: a single C3H2F2 molecule at a distorted geometry (ωB97M-V with the def2-TZVPD basis set).

Values from the calculation:
lowest unoccupied orbital energy (alpha / beta) = -0.722 / -0.431 eV
HOMO-LUMO gap (alpha / beta) = 7.69 / 8.53 eV
E_HOMO (alpha / beta) = -8.409 / -8.957 eV
energy relative to the best compared isomer or geometry (same formula, charge and spin) = 2.998 eV
net charge = 0

Geometry as XYZ:
```
7
C3H2F2 ωB97M-V with the def2-TZVPD basis set
C 0.5744 0.4099 -0.3189
C 0.7082 -0.8230 -0.7703
C -0.5962 0.4748 0.4589
F -0.2543 -1.6555 -1.2311
F -0.5989 0.8631 1.7517
H 1.5914 0.8962 -0.3035
H -1.4247 -0.1657 0.4133
```